Molecular formula: C65H155N9O13
Method: DFT, the ωB97M-V functional and the def2-TZVPD basis

Output
Relative energy (zero: lowest compared OMol25 entry of this formula, charge and spin), eV: 0.000
E_tot, Eh: -4040.1161
Gap between HOMO and LUMO, hartree: 0.32099
LUMO, eV: 0.54
Net charge: 0

XYZ file:
```
242
C65H155N9O13, DFT the ωB97M-V functional and the def2-TZVPD basis
C -21.47 -4.53 -9.48
O -21.88 -5.61 -8.56
H -20.86 -3.85 -8.87
H -20.89 -4.95 -10.30
H -22.32 -3.92 -9.91
H -22.65 -6.05 -8.95
C -21.80 -11.19 -2.89
O -21.24 -9.89 -2.86
H -22.76 -11.30 -3.32
H -21.07 -11.86 -3.20
H -21.94 -11.52 -1.86
H -20.32 -9.86 -3.18
C -23.04 -6.44 -2.38
O -22.99 -5.25 -3.21
H -22.99 -7.36 -2.97
H -22.34 -6.49 -1.58
H -24.03 -6.35 -1.94
H -22.13 -5.37 -3.62
C -25.74 -4.59 -9.14
O -25.08 -5.80 -9.17
H -25.14 -3.77 -9.58
H -26.68 -4.58 -9.75
H -26.08 -4.22 -8.17
H -25.65 -6.56 -8.92
C -16.64 -15.12 -7.77
C -17.39 -15.23 -9.08
C -18.82 -14.63 -8.90
C -18.78 -13.08 -8.82
C -18.19 -12.58 -10.18
C -16.81 -13.08 -10.46
N -16.76 -14.57 -10.19
O -15.47 -15.06 -10.53
C -16.51 -12.74 -11.96
C -15.77 -12.32 -9.56
C -17.68 -16.70 -9.41
H -15.60 -15.42 -7.99
H -17.15 -15.68 -6.98
H -16.69 -14.07 -7.50
H -19.41 -14.93 -9.79
H -19.35 -15.00 -8.03
H -18.14 -12.74 -8.02
H -19.77 -12.57 -8.67
H -18.23 -11.50 -10.34
H -18.72 -13.05 -11.02
H -16.56 -11.65 -11.97
H -15.50 -13.06 -12.21
H -17.26 -13.16 -12.62
H -16.17 -11.94 -8.65
H -14.98 -13.00 -9.26
H -15.37 -11.42 -10.04
H -18.13 -17.21 -8.55
H -16.76 -17.16 -9.77
H -18.38 -16.67 -10.28
H -15.61 -15.74 -11.24
C -31.63 -12.63 -3.42
C -30.29 -12.13 -4.05
C -29.66 -13.18 -4.94
C -30.45 -13.47 -6.23
C -30.48 -12.20 -6.95
C -31.15 -10.99 -6.25
N -30.45 -10.84 -4.93
O -31.09 -9.85 -4.22
C -30.87 -9.76 -7.18
C -32.71 -11.21 -6.22
C -29.34 -11.80 -2.86
H -32.38 -11.85 -3.44
H -31.39 -12.80 -2.40
H -31.99 -13.55 -3.91
H -28.67 -12.98 -5.26
H -29.59 -14.10 -4.32
H -31.45 -13.78 -5.89
H -30.09 -14.37 -6.78
H -31.05 -12.27 -7.89
H -29.46 -12.00 -7.27
H -29.78 -9.52 -7.23
H -31.21 -9.86 -8.19
H -31.38 -8.89 -6.77
H -33.25 -10.54 -5.61
H -33.02 -11.03 -7.22
H -32.96 -12.27 -5.99
H -29.09 -12.75 -2.37
H -29.91 -11.21 -2.15
H -28.46 -11.29 -3.18
H -30.48 -9.16 -3.90
C -26.77 -16.67 -6.42
C -26.28 -16.24 -7.78
C -26.30 -17.48 -8.72
C -26.13 -17.02 -10.14
C -27.26 -16.04 -10.49
C -27.37 -14.79 -9.64
N -27.35 -15.23 -8.25
O -27.21 -14.08 -7.42
C -26.21 -13.81 -10.13
C -28.76 -14.14 -9.85
C -24.79 -15.77 -7.66
H -26.41 -15.94 -5.68
H -26.20 -17.58 -6.12
H -27.84 -16.81 -6.38
H -25.41 -18.07 -8.51
H -27.17 -18.16 -8.56
H -26.04 -17.92 -10.75
H -25.16 -16.57 -10.35
H -28.24 -16.53 -10.42
H -27.17 -15.65 -11.52
H -26.39 -12.79 -9.69
H -25.29 -14.18 -9.73
H -26.22 -13.77 -11.26
H -29.54 -14.80 -9.50
H -28.79 -13.21 -9.27
H -28.92 -13.93 -10.92
H -24.69 -14.87 -7.04
H -24.26 -15.71 -8.59
H -24.30 -16.57 -7.12
H -27.92 -14.07 -6.77
C -21.00 -13.83 -12.93
C -22.23 -12.98 -12.39
C -21.84 -11.82 -11.44
C -21.30 -10.52 -12.17
C -22.28 -10.08 -13.29
C -22.64 -11.26 -14.24
N -23.13 -12.38 -13.38
O -23.60 -13.44 -14.20
C -23.79 -10.82 -15.20
C -21.43 -11.63 -15.16
C -23.00 -14.11 -11.58
H -21.28 -14.21 -13.92
H -20.82 -14.68 -12.24
H -20.16 -13.19 -13.03
H -22.71 -11.50 -10.86
H -21.10 -12.19 -10.68
H -20.39 -10.76 -12.70
H -21.10 -9.71 -11.47
H -21.99 -9.24 -13.94
H -23.27 -9.78 -12.83
H -23.48 -9.85 -15.65
H -24.00 -11.51 -15.99
H -24.68 -10.56 -14.57
H -21.57 -12.56 -15.71
H -21.34 -10.72 -15.79
H -20.52 -11.55 -14.58
H -22.41 -14.37 -10.68
H -23.15 -15.05 -12.13
H -23.95 -13.63 -11.30
H -24.56 -13.36 -14.18
C -23.04 -8.91 -9.61
C -22.89 -9.51 -8.23
C -22.98 -8.41 -7.13
C -23.01 -9.01 -5.72
C -24.18 -9.91 -5.57
C -24.32 -11.02 -6.64
N -24.06 -10.40 -7.99
O -24.11 -11.46 -8.96
C -23.32 -12.17 -6.25
C -25.74 -11.55 -6.63
C -21.47 -10.14 -8.22
H -23.20 -9.69 -10.39
H -22.18 -8.28 -9.76
H -23.95 -8.28 -9.65
H -22.18 -7.73 -7.37
H -23.95 -7.90 -7.28
H -23.09 -8.20 -4.97
H -22.02 -9.43 -5.47
H -25.06 -9.21 -5.59
H -24.17 -10.29 -4.55
H -22.43 -11.72 -5.85
H -23.80 -12.73 -5.42
H -23.12 -12.85 -7.07
H -26.36 -10.65 -6.83
H -25.96 -12.37 -7.32
H -26.02 -11.85 -5.64
H -20.75 -9.35 -8.52
H -21.52 -10.93 -9.01
H -21.09 -10.50 -7.25
H -24.95 -11.27 -9.39
C -18.33 -10.99 -5.93
C -18.15 -9.61 -5.27
C -18.93 -8.48 -5.85
O -18.35 -8.10 -7.03
C -19.01 -7.09 -7.69
N -18.49 -9.75 -3.86
H -17.76 -11.70 -5.33
H -17.99 -11.08 -6.97
H -19.31 -11.37 -5.68
H -17.08 -9.37 -5.37
H -18.86 -7.67 -5.15
H -19.93 -8.80 -6.06
H -20.00 -7.36 -8.05
H -18.39 -6.82 -8.59
H -19.10 -6.21 -7.03
H -18.14 -10.60 -3.44
H -18.06 -8.97 -3.30
C -28.57 -7.64 -8.91
C -27.47 -8.74 -8.92
C -27.14 -9.09 -10.39
O -26.19 -10.11 -10.44
C -25.99 -10.61 -11.79
N -26.22 -8.21 -8.32
H -28.24 -6.82 -9.54
H -28.84 -7.30 -7.94
H -29.51 -8.04 -9.22
H -27.84 -9.64 -8.39
H -26.66 -8.26 -10.90
H -28.05 -9.42 -10.88
H -25.26 -11.41 -11.63
H -25.50 -9.76 -12.35
H -26.92 -10.76 -12.35
H -26.43 -8.04 -7.35
H -25.50 -8.90 -8.31
C -26.03 -12.95 -0.09
C -26.43 -12.21 -1.32
C -25.48 -10.99 -1.56
O -25.78 -10.00 -0.64
C -24.96 -8.90 -0.85
N -26.34 -13.11 -2.45
H -26.97 -13.33 0.30
H -25.57 -12.33 0.64
H -25.31 -13.72 -0.40
H -27.40 -11.73 -1.18
H -25.66 -10.56 -2.57
H -24.42 -11.32 -1.52
H -25.18 -8.51 -1.86
H -23.94 -9.21 -0.78
H -25.20 -8.17 -0.07
H -26.87 -12.78 -3.26
H -26.41 -14.09 -2.25
C -28.53 -5.73 -4.95
C -27.47 -6.67 -4.39
C -27.97 -8.05 -4.11
O -29.07 -8.06 -3.17
C -28.64 -7.81 -1.85
N -26.35 -6.84 -5.36
H -28.60 -5.87 -6.05
H -28.34 -4.69 -4.75
H -29.48 -5.97 -4.46
H -27.03 -6.25 -3.46
H -27.11 -8.64 -3.70
H -28.33 -8.48 -5.01
H -27.83 -8.54 -1.65
H -29.48 -8.00 -1.23
H -28.34 -6.73 -1.78
H -25.53 -7.15 -4.87
H -26.09 -5.99 -5.87
```